Molecular formula: C6H8B2F8N2O7V
Method: DFT, the ωB97M-V functional and the def2-TZVPD basis

Properties
* HOMO energy (alpha / beta): -2.41 / -2.43 eV
* LUMO (alpha / beta): 0.14771 / 0.14771 Ha
* multiplicity: 2
* ΔE to the lowest compared entry with this formula, charge and spin: 54.5 kcal/mol
* total charge: -2
* orbital gap (alpha / beta): 6.430 / 6.454 eV

Last column: Mulliken charge in e.
Cartesian coordinates (Å):
O  1.53603  -0.03325  -0.03765  -0.199
V  -0.07038  0.22671  -0.08362  1.518
B  -0.56657  -2.28611  0.98785  0.316
F  -0.23710  -1.12756  1.62471  -0.133
F  -1.83042  -2.64287  1.07525  -0.338
F  -0.32071  -2.07220  -0.37522  -0.423
F  0.26312  -3.28894  1.49368  -0.398
B  1.16149  1.99795  2.52002  0.140
F  0.24310  1.38890  1.64000  -0.081
F  1.62617  0.98923  3.34574  -0.418
F  2.14705  2.53588  1.80240  -0.375
F  0.58307  3.02159  3.14950  -0.366
O  -1.43810  3.75908  -1.39076  -0.442
C  -0.40508  3.35917  -0.62190  0.617
O  0.11372  2.28189  -0.80356  -0.793
O  -0.01470  4.08794  0.28455  -0.711
H  -1.25021  4.69283  -1.27066  0.299
O  -3.91994  1.85480  -0.06744  -0.374
C  -3.40020  0.78770  0.42995  0.576
O  -4.15833  -0.14669  0.82024  -0.765
O  -2.15105  0.65745  0.38643  0.012
H  -4.81704  1.55249  0.09200  0.269
C  -1.33838  -1.21375  -4.59255  -1.055
C  -1.00799  -0.60940  -3.31450  0.563
N  -0.71281  -0.17934  -2.26516  -0.326
H  -1.89359  -0.65882  -5.34879  0.313
H  -1.92792  -2.08633  -4.31118  0.275
H  -0.44063  -1.64454  -5.03590  0.271
C  3.93376  -2.91241  1.87203  -0.789
C  4.18907  -1.82319  0.95769  0.443
N  4.34645  -0.93840  0.24955  -0.415
H  4.43785  -3.86049  1.68460  0.316
H  2.93348  -3.04848  2.28314  0.211
H  4.38680  -2.62082  2.81957  0.263


Molecular formula: C6H8B2O5
Method: DFT, the ωB97M-V functional and the def2-TZVPD basis

Properties
* HOMO energy: -10.68 eV
* LUMO: -0.03002 Ha
* SMILES: CB(O)C1=C(B(C)O)C(=O)OC1=O
* total charge: 0
* orbital gap: 9.862 eV

Last column: Mulliken charge in e.
Cartesian coordinates (Å):
C  2.25953  -1.46793  0.28560  -0.986
B  1.37213  -0.70171  -0.75397  0.463
O  1.17346  -1.20432  -1.99558  -0.631
C  0.66832  0.64768  -0.31727  0.106
C  -0.50437  0.81931  0.31665  0.265
B  -1.54254  -0.28612  0.75724  0.357
C  -2.59363  -0.76599  -0.29763  -0.959
O  -1.51923  -0.81551  2.00487  -0.617
C  -0.67664  2.30240  0.50453  0.371
O  -1.41241  2.87575  1.24572  -0.517
O  0.25505  2.93844  -0.28722  -0.277
C  1.25733  2.00173  -0.52957  0.437
O  2.37189  2.31519  -0.78415  -0.510
H  1.61699  -2.08668  0.91731  0.327
H  3.02042  -2.07546  -0.19723  0.262
H  2.73074  -0.73191  0.93863  0.347
H  0.71854  -0.59643  -2.59034  0.327
H  -3.12628  -1.66211  0.00664  0.258
H  -3.29506  0.05503  -0.47041  0.337
H  -2.06918  -0.92697  -1.24230  0.320
H  -0.70506  -0.63438  2.48846  0.321


Molecular formula: C6H8BrClO3P
Method: DFT, the ωB97M-V functional and the def2-TZVPD basis

Properties
* HOMO energy: -5.26 eV
* LUMO: 0.10798 Ha
* SMILES: CC1(C)O[P@@](=O)([O-])C(CBr)=C1Cl
* ΔE to the lowest compared entry with this formula, charge and spin: 6.8 kcal/mol
* total charge: -1
* orbital gap: 8.201 eV

Last column: Mulliken charge in e.
Cartesian coordinates (Å):
C  -0.32805  0.80424  -1.39782  -1.964
C  0.01055  0.52959  0.00726  2.040
C  -0.82830  1.41435  1.02319  -1.541
O  1.49992  0.69310  0.30286  -0.491
P  2.29233  -0.56061  0.95300  0.799
O  3.22379  -0.97804  -0.09362  -0.747
O  2.63209  -0.20031  2.38686  -0.762
C  0.70247  -1.56080  0.97971  0.275
C  0.94359  -2.97747  1.26681  -0.844
Br  -0.56634  -4.21450  1.57683  -0.242
C  -0.26231  -0.95595  0.33819  -0.391
Cl  -1.83812  -1.53876  -0.01541  -0.197
H  -0.13931  1.85514  -1.51049  0.472
H  -1.39156  0.76441  -1.62698  0.406
H  0.22061  0.31621  -2.16778  0.368
H  -1.40202  2.15110  0.47823  0.404
H  -0.18505  1.77118  1.80736  0.378
H  -1.52471  0.71435  1.54191  0.298
H  1.52018  -2.94547  2.21716  0.415
H  1.47564  -3.64064  0.52526  0.324


Molecular formula: C6H8BrN2O
Method: DFT, the ωB97M-V functional and the def2-TZVPD basis

Properties
* HOMO energy: -12.97 eV
* LUMO: -0.13300 Ha
* ΔE to the lowest compared entry with this formula, charge and spin: 70.5 kcal/mol
* total charge: +1
* orbital gap: 9.350 eV

Last column: Mulliken charge in e.
Cartesian coordinates (Å):
C  1.69720  -0.35290  0.49045  -0.733
C  1.56024  -1.18304  1.53610  -0.438
C  0.59653  -0.50594  -0.36490  0.845
C  0.49235  1.69056  -1.20554  -0.304
C  -0.15607  -1.54739  0.15837  -0.377
C  -1.66344  1.90516  -0.01098  -0.555
N  0.43739  -1.91698  1.32076  0.023
N  0.20076  0.24824  -1.57797  0.143
O  -0.27557  2.20973  -0.42243  0.003
Br  -1.80696  -2.34933  -0.69712  -0.124
H  2.48898  0.45195  0.48434  0.367
H  2.21239  -1.35640  2.43538  0.394
H  -2.08983  1.39920  -0.86024  0.358
H  -1.99822  2.85220  0.15531  0.287
H  -1.56133  1.11867  0.81022  0.262
H  0.10884  -2.64558  1.91779  0.193
H  0.56525  -0.03091  -2.49462  0.361
H  -0.80849  0.01277  -1.67493  0.296


Molecular formula: C6H8BrO6Pd
Method: DFT, the ωB97M-V functional and the def2-TZVPD basis

Properties
* HOMO energy (alpha / beta): -8.13 / -10.75 eV
* LUMO (alpha / beta): -0.00440 / -0.17443 Ha
* multiplicity: 4
* total charge: 0
* orbital gap (alpha / beta): 8.014 / 6.004 eV

Last column: Mulliken charge in e.
Cartesian coordinates (Å):
Pd  -1.03108  -4.45529  2.14796  0.196
Br  -1.69305  -2.30125  0.86281  -0.247
C  -0.67559  2.24466  0.03464  0.035
C  -0.95962  1.49092  1.35746  0.249
O  -2.29342  1.96501  1.61825  -0.368
C  -2.87037  2.41139  0.46612  0.640
O  -4.04201  2.55649  0.27735  -0.536
O  -1.96791  2.55431  -0.49961  -0.331
H  -0.23465  1.52526  -0.65539  -0.056
H  -0.08099  3.13811  0.22514  0.302
H  -0.12884  1.73935  2.01791  0.310
H  -0.91229  0.40250  1.39202  -0.247
C  2.03778  -1.36564  0.02625  -0.185
C  1.57334  -2.31009  -1.09943  -0.137
O  1.41181  -1.42493  -2.22702  -0.393
C  1.45088  -0.08685  -1.88097  0.780
O  1.20999  0.83797  -2.60379  -0.524
O  1.65311  -0.08067  -0.59779  -0.362
H  3.06228  -1.46851  0.38389  0.265
H  1.36902  -1.52818  0.87150  0.165
H  0.70563  -2.88604  -0.77775  0.174
H  2.41598  -2.95849  -1.33956  0.270


Molecular formula: C6H8Cl2F4N2O22PdS4
Method: DFT, the ωB97M-V functional and the def2-TZVPD basis

Properties
* HOMO energy (alpha / beta): -3.86 / -3.85 eV
* LUMO (alpha / beta): 0.13426 / 0.06929 Ha
* multiplicity: 3
* ΔE to the lowest compared entry with this formula, charge and spin: 101.0 kcal/mol
* total charge: -2
* orbital gap (alpha / beta): 7.511 / 5.734 eV

Last column: Mulliken charge in e.
Cartesian coordinates (Å):
Pd  -0.03851  -0.47060  0.31363  2.497
Cl  0.30355  -4.39220  0.43849  1.670
O  0.76662  -5.26139  1.50359  -0.707
O  0.01507  -3.04505  0.91229  -0.648
O  1.24659  -4.32180  -0.65172  -0.662
O  -0.93686  -5.03354  0.10341  -0.664
Cl  2.30752  -0.37443  -2.11904  1.782
O  1.10175  -1.10886  -1.87745  -0.653
O  2.37389  -0.11927  -3.53916  -0.676
O  2.27840  0.70708  -1.13552  -0.647
O  3.45687  -1.13883  -1.77797  -0.719
N  -1.31810  0.20355  1.68320  0.058
S  -2.46186  -0.59262  2.62136  0.652
O  -3.58212  -1.12642  1.86302  -0.511
O  -2.73798  -0.18002  3.97873  -0.552
F  -1.57156  -1.87675  2.86553  -0.280
S  -1.54153  1.54290  2.38178  0.812
O  -0.72614  1.81894  3.56760  -0.631
O  -2.91143  2.12722  2.36204  -0.606
F  -0.75760  2.45241  1.28364  -0.269
N  -4.59021  -1.36921  -0.73175  -0.258
S  -3.04117  -1.64922  -1.49716  0.882
O  -1.85467  -1.13357  -0.79037  -0.163
O  -2.78975  -2.03706  -2.88662  -0.548
F  -3.09856  -3.10593  -0.75885  -0.344
S  -4.75365  -0.12879  -1.76106  1.045
O  -5.13906  -0.29890  -3.15499  -0.617
O  -3.95527  1.09347  -1.40789  -0.565
F  -6.14702  0.13999  -1.01878  -0.324
C  -0.10019  3.02544  -4.32206  -0.418
C  0.86225  3.59652  -3.40956  -0.277
O  0.28868  3.20138  -2.18365  -0.298
C  -0.39192  2.12400  -2.34133  0.233
O  -0.66385  1.30051  -1.46139  -0.469
O  -0.55076  1.89846  -3.65442  -0.270
H  0.25617  2.86383  -5.33941  0.316
H  -0.96711  3.67283  -4.45411  0.280
H  0.72725  4.67315  -3.30592  0.261
H  1.90494  3.30189  -3.52823  0.248
C  4.21043  0.70072  3.83207  -0.333
C  4.57740  -0.80391  3.60669  -0.284
O  3.37396  -1.23677  3.00774  -0.249
C  2.68000  -0.26511  2.50492  0.476
O  1.76076  -0.43476  1.78102  -0.329
O  3.22951  0.90833  2.80692  -0.291
H  4.98510  1.40154  3.52090  0.230
H  3.75952  0.99410  4.78008  0.266
H  4.82380  -1.29024  4.55056  0.273
H  5.33687  -0.95301  2.83919  0.283


Molecular formula: C6H8ClN
Method: DFT, the ωB97M-V functional and the def2-TZVPD basis

Properties
* HOMO energy: -9.55 eV
* LUMO: -0.02197 Ha
* SMILES: CC[C@@]1(Cl)C=CC=N1
* ΔE to the lowest compared entry with this formula, charge and spin: 29.2 kcal/mol
* total charge: 0
* orbital gap: 8.949 eV

Last column: Mulliken charge in e.
Cartesian coordinates (Å):
C  2.17926  0.78985  0.62581  -1.184
C  1.29739  0.17728  -0.46314  -0.352
C  -0.20015  0.17953  -0.13190  0.590
Cl  -0.91555  2.08223  -0.21839  -0.231
C  -1.20979  -0.33864  -1.02692  -0.518
C  -2.21080  -0.99996  -0.40290  -0.266
C  -1.70985  -1.00304  0.98919  -0.328
N  -0.62406  -0.36533  1.16499  -0.559
H  1.87414  1.76390  0.50133  0.364
H  3.26436  0.59917  0.43276  0.318
H  2.07852  0.37224  1.59511  0.329
H  1.33570  -0.94627  -0.60809  0.339
H  1.37375  0.66928  -1.36113  0.334
H  -1.13451  -0.04035  -2.09113  0.343
H  -3.16683  -1.46935  -0.78118  0.345
H  -2.23159  -1.47053  1.77559  0.476


Molecular formula: C6H8ClN2O
Method: DFT, the ωB97M-V functional and the def2-TZVPD basis

Properties
* HOMO energy (alpha / beta): -14.11 / -14.11 eV
* LUMO (alpha / beta): -0.25071 / -0.25082 Ha
* ΔE to the lowest compared entry with this formula, charge and spin: 152.0 kcal/mol
* total charge: +1
* orbital gap (alpha / beta): 7.285 / 7.282 eV

Last column: Mulliken charge in e.
Cartesian coordinates (Å):
C  0.35508  1.80364  -0.15309  -0.674
C  -0.93489  1.75024  -0.47963  -0.544
C  1.18881  0.62564  -0.02681  1.098
C  -1.76027  0.61448  -0.30358  0.653
C  2.62637  0.99774  0.44867  -1.150
C  -1.18643  -2.92651  -0.05162  -0.551
N  1.02981  -0.59569  -0.00265  -0.243
N  -1.28728  -0.54212  -0.13374  -0.163
O  -1.83895  -1.70770  0.25431  -0.184
Cl  -3.46645  0.87907  -0.00986  -0.110
H  1.01304  2.63347  -0.10737  0.408
H  -1.60674  2.54225  -0.63546  0.476
H  2.53669  1.38483  1.47464  0.323
H  3.35983  0.16095  0.24639  0.351
H  3.12890  1.80418  -0.16061  0.393
H  -1.81080  -3.65258  0.22669  0.310
H  -0.28375  -2.89115  0.47836  0.287
H  -1.06298  -2.88075  -1.06465  0.320


Molecular formula: C6H8ClN3O
Method: DFT, the ωB97M-V functional and the def2-TZVPD basis

Properties
* HOMO energy (alpha / beta): -7.16 / -7.16 eV
* LUMO (alpha / beta): -0.08141 / -0.08138 Ha
* ΔE to the lowest compared entry with this formula, charge and spin: 65.9 kcal/mol
* total charge: 0
* orbital gap (alpha / beta): 4.942 / 4.944 eV

Last column: Mulliken charge in e.
Cartesian coordinates (Å):
C  0.68261  -0.55839  2.39679  -0.080
C  1.71816  0.31107  2.28885  -0.289
C  -0.91543  -0.35887  -0.11794  0.462
C  -0.29569  -1.67622  0.40475  0.311
C  -0.99720  1.28866  -1.93512  -1.136
C  0.68632  -0.32920  -2.06023  -0.102
N  0.23474  -1.49454  1.56546  -0.426
N  -1.72112  0.41566  0.44859  -0.595
N  -0.25567  0.20995  -1.28658  0.184
O  -0.41412  -2.68032  -0.27578  -0.670
Cl  2.38812  1.30230  3.49605  -0.208
H  0.25585  -0.49276  3.38429  0.261
H  -1.59963  1.58719  -1.09626  0.435
H  -0.21322  2.03827  -2.12786  0.443
H  -1.61639  1.04470  -2.75787  0.312
H  2.22738  0.55427  1.30978  0.199
H  0.98486  0.08164  -3.02196  0.282
H  1.26337  -1.17157  -1.73583  0.292
H  -2.41293  -0.07183  1.12088  0.325


Molecular formula: C6H8ClNO3
Method: DFT, the ωB97M-V functional and the def2-TZVPD basis

Properties
* HOMO energy (alpha / beta): -7.96 / -8.42 eV
* LUMO (alpha / beta): -0.03923 / -0.01723 Ha
* ΔE to the lowest compared entry with this formula, charge and spin: 57.3 kcal/mol
* total charge: 0
* orbital gap (alpha / beta): 6.894 / 7.956 eV

Last column: Mulliken charge in e.
Cartesian coordinates (Å):
C  -1.93640  -0.35117  0.51363  -0.420
C  -3.02860  0.37243  -0.15597  0.784
C  -4.37159  -0.38333  0.11271  0.118
C  0.34692  0.59868  0.52933  0.499
C  2.59248  0.28856  -0.68593  -1.196
C  1.72928  0.04944  0.62287  -0.279
N  -3.27550  1.45483  -0.87818  -0.769
O  -4.39148  -1.34977  0.77767  -0.523
O  -5.42676  0.33111  -0.18715  -0.491
O  -0.59404  -0.24718  0.57574  -0.234
Cl  0.00543  2.21078  -0.03288  -0.190
H  -2.27303  -1.27557  0.87593  0.463
H  2.80570  1.38040  -0.87065  0.314
H  2.09310  -0.03514  -1.54778  0.406
H  3.54291  -0.32059  -0.49605  0.306
H  2.39327  0.43675  1.48187  0.246
H  1.67147  -0.97334  0.55344  0.254
H  -5.01198  1.03868  -0.70078  0.522
H  -2.33227  1.85130  -1.02585  0.188


Molecular formula: C6H8ClNOS
Method: DFT, the ωB97M-V functional and the def2-TZVPD basis

Properties
* HOMO energy (alpha / beta): -9.48 / -8.27 eV
* LUMO (alpha / beta): -0.03178 / -0.01782 Ha
* ΔE to the lowest compared entry with this formula, charge and spin: 124.7 kcal/mol
* total charge: 0
* orbital gap (alpha / beta): 8.616 / 7.787 eV

Last column: Mulliken charge in e.
Cartesian coordinates (Å):
C  2.02218  0.90244  -0.16101  -0.316
C  1.19365  1.57933  -0.94384  -0.238
C  1.61579  -0.47482  0.33613  0.214
C  -0.11286  0.97963  -1.39644  -0.759
C  -0.92163  0.60824  -0.16883  0.178
C  -1.53235  -1.47001  1.51315  -0.898
N  1.65290  -1.01347  1.43399  -0.588
O  -1.21596  -1.69996  -1.24666  -0.589
S  -1.92740  -0.90330  -0.24919  0.479
Cl  -1.52365  1.82851  0.86170  -0.170
H  2.95474  1.22424  0.22092  0.438
H  1.44387  2.57701  -1.39452  0.332
H  1.08609  -1.03801  -0.50391  0.279
H  -0.67064  1.74036  -2.11622  0.300
H  0.00799  0.03231  -1.87182  0.358
H  -1.85136  -2.47878  1.81353  0.382
H  -1.80734  -0.68192  2.16282  0.364
H  -0.41401  -1.71180  1.71020  0.234


Molecular formula: C6H8F2
Method: DFT, the ωB97M-V functional and the def2-TZVPD basis

Properties
* HOMO energy: -8.41 eV
* LUMO: 0.01874 Ha
* SMILES: C/C=C(/C=C/F)CF
* ΔE to the lowest compared entry with this formula, charge and spin: 52.5 kcal/mol
* total charge: 0
* orbital gap: 8.924 eV

Last column: Mulliken charge in e.
Cartesian coordinates (Å):
C  2.29952  -1.74974  -0.19387  -1.019
C  0.91648  -1.28285  0.16845  -0.390
C  0.39826  0.02204  0.19518  0.834
C  -1.02872  0.30172  0.30910  -0.399
C  -1.84535  -0.68135  -0.14952  -0.110
F  -3.15423  -0.30982  -0.07871  -0.244
C  1.25290  1.27766  0.35679  -0.327
F  0.81986  2.31109  -0.45987  -0.298
H  2.96446  -1.01587  -0.88079  0.264
H  2.20260  -2.83636  -0.68874  0.288
H  2.93033  -1.78991  0.81410  0.244
H  0.28805  -2.23006  0.22684  0.169
H  -1.34655  1.43818  0.50504  0.231
H  -1.49117  -1.66641  -0.56361  0.272
H  1.20177  1.59589  1.36813  0.247
H  2.30126  1.16823  -0.05053  0.238


| no. | total energy (Eh) |
| --- | --- |
| 1 | -2662.84828 |
| 2 | -659.47420 |
| 3 | -3834.84778 |
| 4 | -2991.79436 |
| 5 | -3386.59532 |
| 6 | -5038.04788 |
| 7 | -748.30160 |
| 8 | -877.87686 |
| 9 | -932.96420 |
| 10 | -973.96184 |
| 11 | -1221.59594 |
| 12 | -433.03941 |